[1]
# C32H10Cl5F15GeN4S2Sr

C32H10Cl5F15GeN4S2Sr as an isolated structure (ωB97M-V/def2-TZVPD, the Open Molecules 2025 dataset).

```
70
Properties=species:S:1:pos:R:3:forces:R:3:mulliken_charge:R:1
Sr -0.4426 0.4470 1.3119 0.094 0.215 0.328 1.173
C 3.8077 2.8219 2.2563 -0.002 0.009 -0.015 -1.633
C 2.7098 1.9461 1.7301 0.009 0.048 -0.025 0.503
N 1.6239 1.7258 2.3809 0.031 -0.021 -0.048 0.399
N 1.3899 2.3663 3.5442 0.075 -0.058 0.021 -0.431
C 0.5789 1.6428 4.5398 -0.021 0.025 0.070 -0.067
N 0.4455 2.6109 5.6343 -0.037 -0.028 -0.052 -0.580
S -1.0964 1.2616 3.9407 -0.012 -0.002 -0.037 -0.364
C 2.8461 1.2730 0.4070 -0.043 -0.024 0.013 0.310
C 3.9077 1.5384 -0.4516 -0.005 -0.001 0.010 -0.689
C 4.0213 0.8252 -1.6359 -0.012 -0.019 -0.006 -0.731
C 3.0871 -0.1507 -1.9311 -0.008 0.011 0.025 -0.830
C 2.0368 -0.3319 -1.0439 0.039 -0.004 -0.006 -0.680
N 1.9005 0.3759 0.0773 0.062 -0.063 0.034 0.215
H 3.9739 2.6334 3.3190 -0.002 -0.011 0.003 0.358
H 3.5630 3.8815 2.1418 -0.015 -0.005 0.006 0.296
H 4.7521 2.6324 1.7567 0.003 0.017 -0.011 0.448
H 2.1978 2.7959 3.9840 -0.026 0.024 -0.008 0.326
H -0.0940 2.1552 6.3641 0.024 0.002 0.016 0.248
H -0.1721 3.3336 5.2753 0.016 -0.002 -0.010 0.276
H 4.6396 2.2933 -0.2103 0.002 0.008 0.000 0.339
H 4.8420 1.0269 -2.3119 0.004 0.003 0.003 0.423
H 3.1514 -0.7552 -2.8252 0.012 -0.001 0.001 0.547
H 1.2644 -1.0714 -1.2266 0.005 -0.002 0.002 0.999
Cl 0.3490 -1.5254 3.4752 0.004 -0.023 0.033 0.005
C 1.1578 -0.9243 4.8947 0.006 0.116 -0.056 0.472
C 1.3995 0.4374 5.1358 0.022 -0.031 0.057 -0.503
C 2.4343 0.6933 6.0635 -0.074 -0.009 -0.073 0.396
Cl 3.2324 2.2314 6.1571 0.013 0.017 0.014 -0.148
C 2.9562 -0.2981 6.8934 -0.013 0.006 -0.033 -0.061
Cl 4.1446 0.0780 8.0752 0.017 -0.012 0.025 -0.184
C 2.5187 -1.6105 6.7648 0.016 0.013 0.019 0.201
Cl 3.0946 -2.8269 7.8263 0.006 -0.015 0.009 -0.165
C 1.6634 -1.9320 5.7211 0.002 0.022 -0.029 -0.036
Cl 1.2455 -3.5772 5.4611 0.004 -0.040 0.014 -0.180
F -4.3179 -2.3871 -3.8437 0.004 -0.048 -0.059 -0.272
C -3.1616 -3.0539 -3.9697 0.003 -0.005 0.046 0.473
C -2.0224 -2.6136 -3.3222 0.032 -0.024 -0.053 -0.616
C -0.8684 -3.3541 -3.5292 -0.090 0.036 -0.042 0.566
F 0.2856 -2.9510 -2.9784 0.058 0.022 0.041 -0.228
C -0.8365 -4.4843 -4.3201 -0.033 0.000 -0.002 -0.124
F 0.2945 -5.1634 -4.5039 0.018 -0.011 -0.003 -0.296
C -2.0033 -4.9051 -4.9385 0.014 0.015 0.013 0.712
F -1.9953 -5.9915 -5.7020 0.001 -0.008 -0.011 -0.301
C -3.1716 -4.1864 -4.7673 -0.032 0.008 -0.001 0.026
F -4.2919 -4.5858 -5.3676 0.010 -0.002 -0.006 -0.291
Ge -1.9563 -1.1168 -2.0550 0.124 -0.016 0.184 0.983
S -1.1882 -1.8159 -0.1683 -0.213 -0.221 -0.314 -0.622
C -3.7527 -0.3273 -1.8766 0.038 0.069 -0.049 -0.424
C -4.7302 -1.0919 -1.2589 0.008 0.000 -0.001 0.108
F -4.4536 -2.3517 -0.9102 -0.018 0.000 0.033 -0.343
C -6.0061 -0.6206 -1.0166 0.009 -0.016 -0.002 0.042
F -6.9204 -1.3878 -0.4283 -0.007 0.000 0.005 -0.291
C -6.3352 0.6664 -1.4096 0.025 0.000 -0.016 0.664
F -7.5569 1.1368 -1.1908 -0.014 0.008 0.006 -0.297
C -5.3925 1.4547 -2.0448 -0.009 -0.032 -0.003 0.088
F -5.7132 2.6859 -2.4411 0.000 0.018 0.003 -0.297
C -4.1252 0.9450 -2.2714 -0.016 -0.037 0.008 0.689
F -3.2594 1.7443 -2.9169 0.030 0.029 0.020 -0.298
C -0.7455 0.2797 -2.8256 0.004 0.005 -0.029 -0.535
C -0.4432 1.3979 -2.0757 -0.042 -0.037 -0.017 0.487
F -1.0895 1.5934 -0.8843 -0.050 0.093 -0.042 -0.854
C 0.4847 2.3555 -2.4199 0.003 -0.007 -0.032 0.313
F 0.7313 3.3934 -1.6209 0.017 0.006 0.016 -0.400
C 1.1759 2.2023 -3.6099 -0.043 -0.023 0.019 0.731
F 2.0949 3.0894 -3.9704 0.016 0.014 0.003 -0.363
C 0.9016 1.1117 -4.4135 -0.018 -0.001 -0.011 0.035
F 1.5560 0.9590 -5.5622 0.016 0.008 0.006 -0.333
C -0.0485 0.1804 -4.0179 -0.042 0.003 -0.021 0.945
F -0.2694 -0.8313 -4.8640 0.003 -0.013 0.017 -0.329
```
Forces are in eV/Å.

The value obtained for the relative energy (zero: lowest compared OMol25 entry of this formula, charge and spin) is 1.7 kcal/mol. The calculation puts the total energy at -8147.4671 a.u. The HOMO energy comes out at -7.895 eV. The charge is 0. The largest force on an atom is 0.4 eV/Å. The frontier orbital gap comes out at 7.2 eV.



[2]
# C3H10N2

One molecule with the formula C3H10N2 in a non-equilibrium geometry (ωB97M-V/def2-TZVPD, the Open Molecules 2025 dataset).

```
15
Properties=species:S:1:pos:R:3:forces:R:3:mulliken_charge:R:1
N -0.8556 -1.1985 -0.5306 -0.259 -0.035 0.001 -0.685
C 0.0732 -0.4820 0.3417 0.671 -0.265 -0.167 0.463
C 1.5439 -0.7799 -0.0397 -0.585 -0.320 0.337 -1.413
C -0.1572 1.0237 0.2861 -0.172 -0.716 -0.312 -0.727
N -1.5562 1.3540 0.4801 -0.547 1.091 0.029 -0.621
H -1.0229 -0.6902 -1.3901 0.140 -0.017 -0.107 0.228
H -0.4904 -2.1127 -0.7822 -0.085 0.169 0.065 0.235
H -0.1050 -0.8495 1.3562 -0.064 0.202 0.044 0.268
H 2.2372 -0.0204 0.2867 0.201 0.405 0.153 0.360
H 1.8629 -1.7122 0.4275 0.030 -0.120 -0.183 0.373
H 1.6028 -0.8773 -1.1191 0.181 0.018 -0.173 0.355
H 0.2908 1.3708 -0.6596 -0.138 0.178 -0.003 0.317
H 0.4103 1.4591 1.1016 0.111 0.189 0.079 0.381
H -2.1631 1.1504 -0.3048 0.274 -0.648 -0.099 0.230
H -1.6707 2.3646 0.5461 0.241 -0.131 0.336 0.235
```
Forces are in eV/Å.

The value obtained for the relative energy (zero: lowest compared OMol25 entry of this formula, charge and spin) is 6.1 kcal/mol. The calculation puts the total energy at -229.7995 a.u. The HOMO energy comes out at -9.088 eV. As for the SMILES: C[C@H](N)CN. The charge is 0. The largest force on an atom is 1.2 eV/Å. The frontier orbital gap comes out at 10.2 eV.



[3]
# CH2NO3S

A 2-piece molecular cluster, CH2NO3S overall in a non-equilibrium geometry (ωB97M-V/def2-TZVPD, the Open Molecules 2025 dataset).

```
8
Properties=species:S:1:pos:R:3:forces:R:3:mulliken_charge:R:1
C -2.1858 -0.1097 0.7067 -0.613 -0.061 0.244 0.502
N -2.7754 -1.0418 1.0693 -0.554 -1.448 0.425 -0.638
O -1.6544 0.9211 0.3436 1.557 1.403 -0.463 -0.802
O 0.8336 1.0395 -0.4480 -0.359 -0.771 0.842 -0.432
O 2.9448 -0.2427 -0.1061 2.599 0.678 0.254 -0.526
S 1.5255 -0.3557 -0.1245 -2.265 -2.130 -2.350 0.380
H 1.3430 -1.1219 -1.5636 -0.107 1.384 2.129 0.057
H -0.0312 0.9111 0.1225 -0.258 0.945 -1.081 0.460
```
Forces are in eV/Å.

The value obtained for the relative energy (zero: lowest compared OMol25 entry of this formula, charge and spin) is 32.7 kcal/mol. The calculation puts the total energy at -717.9892 a.u. The HOMO energy comes out at -4.749 eV. The charge is -1. The largest force on an atom is 3.9 eV/Å. The frontier orbital gap comes out at 8.3 eV.



[4]
# C2H27BeO12

C2H27BeO12 as an isolated structure in a non-equilibrium geometry (ωB97M-V/def2-TZVPD, the Open Molecules 2025 dataset).

```
42
Properties=species:S:1:pos:R:3:forces:R:3:mulliken_charge:R:1
Be -1.8381 -1.6121 0.7221 0.839 1.152 -0.533 -0.094
C 1.4181 -0.1623 -0.4829 0.187 -0.479 -0.949 -0.473
C 0.4625 -1.3435 -0.7859 -1.992 0.829 -0.368 -0.418
O -0.8589 -0.9596 -0.2430 1.108 -1.169 -0.111 -0.184
H 1.6080 -0.1271 0.6010 -0.277 0.464 -0.487 -0.260
H 0.9866 0.7722 -0.9433 0.099 -0.738 1.036 0.070
H 2.4143 -0.2418 -0.9685 -0.446 -0.384 0.248 0.526
H 0.7524 -2.3524 -0.4984 0.428 0.166 0.863 0.398
H 0.2812 -1.5098 -1.8631 0.292 0.512 0.193 0.182
O -1.8142 1.0432 -1.9761 0.191 -0.270 0.256 -0.630
H -1.3554 0.2983 -1.5296 -0.374 0.489 -0.055 0.235
H -1.1687 1.7534 -2.0546 -0.095 -0.046 0.052 0.313
O -3.1269 -0.5513 1.0469 0.234 -0.561 0.171 -0.244
H -3.1157 0.3998 0.9689 0.626 0.794 -0.192 0.332
H -4.0254 -0.8229 1.1804 -0.752 -0.188 -0.016 0.312
O 2.7525 1.5091 2.6291 -0.202 -0.451 -0.001 -0.604
H 3.6295 1.3432 2.9613 0.507 -0.079 0.597 0.350
H 2.9330 1.7235 1.7066 -0.464 0.082 -0.301 0.364
O 1.1110 -1.0608 2.8739 -0.855 -0.269 1.468 -0.671
H 1.8639 -0.4871 2.8010 1.054 0.732 -0.744 0.256
H 0.8215 -0.7829 3.7647 -0.026 -0.357 -0.376 0.309
O 0.5602 -0.0041 -3.8412 -0.124 0.005 0.138 -0.610
H 1.1707 0.0609 -4.5800 0.274 0.059 0.182 0.260
H 1.0425 0.0502 -3.0053 0.125 -0.010 -0.506 0.273
O -2.6387 -2.9615 0.1097 0.753 0.377 0.142 -0.209
H -3.3123 -3.5263 0.4412 -0.856 -0.848 0.725 0.340
H -2.7704 -2.9059 -0.8276 0.079 0.209 -1.240 0.330
O -1.9152 -1.3199 -4.0340 -0.746 -0.628 0.023 -0.575
H -1.0015 -1.0640 -4.0535 0.897 0.720 0.323 0.352
H -1.9966 -1.7939 -4.8606 -0.373 -0.250 -0.274 0.305
O -1.2408 -2.0630 2.1903 -0.569 -0.721 0.913 -0.149
H -1.6919 -2.1765 3.0376 -0.355 0.014 -0.373 0.319
H -0.3121 -1.9655 2.4411 0.927 0.498 -0.579 0.427
O 0.3860 3.6823 0.4733 1.607 -0.089 -0.021 -0.616
H 0.6367 4.6293 0.3861 -0.143 -1.034 0.138 0.276
H 1.2494 3.1852 0.6141 -1.536 1.302 -0.117 0.343
O -0.8252 1.2160 1.8783 -2.357 0.374 0.327 -0.504
H -0.0391 1.0536 1.3983 1.286 -0.383 -0.300 0.227
H -0.7318 1.0821 2.8178 0.667 0.038 0.071 0.251
O 3.0114 2.5394 0.0983 -1.310 -0.827 1.262 -0.600
H 3.8980 2.7863 0.2049 2.046 0.767 0.083 0.208
H 2.7898 2.6662 -0.7989 -0.376 0.200 -1.670 0.284
```
Forces are in eV/Å.

The value obtained for the relative energy (zero: lowest compared OMol25 entry of this formula, charge and spin) is 0.0 kcal/mol. The calculation puts the total energy at -1009.9209 a.u. The HOMO energy comes out at -12.353 eV. The charge is +1. The largest force on an atom is 2.4 eV/Å. The frontier orbital gap comes out at 9.2 eV.



[5]
# C24H15BaBrCl6N5O5S

C24H15BaBrCl6N5O5S as an isolated structure in a non-equilibrium geometry (ωB97M-V/def2-TZVPD, the Open Molecules 2025 dataset).

```
58
Properties=species:S:1:pos:R:3:forces:R:3:mulliken_charge:R:1
Ba -0.7227 0.9332 0.4570 -3.166 -4.495 -0.350 1.489
N 2.1515 -1.5378 3.3436 0.230 0.123 -0.106 -0.471
C 1.4018 -1.0938 2.2907 -0.247 -0.280 -0.113 0.125
S -0.2849 -1.3198 2.4340 -0.227 -0.309 0.166 -0.529
N 2.1281 -0.5952 1.3051 0.821 0.138 0.299 -1.000
N 1.5094 -0.2834 0.1593 0.822 -0.709 -0.519 0.540
C 2.2247 0.2667 -0.7720 0.177 -0.161 0.548 1.699
C 3.6397 0.7035 -0.6153 0.057 0.052 0.064 -0.169
C 3.9951 1.9818 -1.0575 -0.052 -0.145 0.120 -0.129
C 5.2862 2.4548 -0.8929 0.046 0.049 -0.043 -0.925
C 6.2478 1.6601 -0.2863 0.006 0.040 -0.004 -0.389
C 5.9047 0.3923 0.1579 0.028 -0.064 -0.003 -0.754
C 4.6112 -0.0847 0.0027 0.053 0.005 -0.183 -0.230
C 1.5592 0.5349 -2.0577 -0.064 -0.091 -0.509 -0.643
C 2.3036 0.5457 -3.2440 0.012 -0.036 0.140 -0.737
C 1.6735 0.7991 -4.4443 -0.120 0.020 -0.003 -0.595
C 0.3079 1.0472 -4.4463 0.117 -0.032 -0.021 -0.971
C -0.3570 1.0055 -3.2343 -0.053 0.014 -0.102 -0.827
N 0.2363 0.7415 -2.0738 0.253 -0.056 -0.432 0.890
H 1.6694 -1.7101 4.2055 -0.025 0.022 0.023 0.201
H 3.1148 -1.2446 3.3671 -0.018 0.027 0.024 0.234
H 3.2361 2.6162 -1.4937 0.004 0.030 -0.043 0.474
H 5.5394 3.4505 -1.2361 -0.010 0.002 0.024 0.389
H 7.2570 2.0310 -0.1548 -0.001 -0.007 0.002 0.379
H 6.6515 -0.2313 0.6349 -0.015 -0.010 -0.003 0.377
H 4.3514 -1.0702 0.3533 -0.042 -0.019 0.027 0.496
H 3.3633 0.3390 -3.2068 0.019 0.043 0.011 0.598
H 2.2363 0.8081 -5.3694 0.019 -0.022 0.009 0.426
H -0.2268 1.2602 -5.3615 -0.030 0.029 0.027 0.450
H -1.4218 1.2023 -3.1920 0.002 -0.004 0.033 0.401
O -2.6992 -5.7677 -2.7839 0.012 -0.163 0.042 -0.554
C -1.9762 -4.6850 -2.4088 0.162 0.243 0.080 1.098
C -2.3144 -3.3889 -2.7847 -0.100 -0.007 -0.061 -0.663
C -1.5077 -2.3516 -2.3551 0.023 -0.134 0.026 -0.244
N -0.4225 -2.5336 -1.6076 0.114 0.196 0.034 -0.010
C -0.1237 -3.7661 -1.2640 -0.042 0.095 -0.052 -0.066
Br 1.4394 -3.9717 -0.2144 0.029 -0.065 0.038 -0.140
C -0.8498 -4.8886 -1.6221 -0.139 -0.119 -0.069 -0.521
H -3.4684 -5.4845 -3.2869 -0.035 0.054 -0.026 0.288
H -3.1883 -3.1944 -3.3957 -0.001 0.021 0.023 0.281
H -1.7318 -1.3233 -2.6136 -0.059 -0.054 -0.030 0.104
H -0.5720 -5.8850 -1.3127 0.048 0.025 0.021 0.428
O 1.0148 3.3616 -0.8356 0.169 -0.201 -0.349 -0.479
Cl 0.4539 3.4551 0.4746 1.349 3.383 -0.094 1.612
O -0.9759 3.3263 0.3732 -0.878 1.470 -0.090 -0.654
O 0.8000 4.6836 1.0925 0.027 0.160 0.138 -0.730
O 0.9232 2.3512 1.2717 1.893 0.812 1.312 -0.703
Cl -2.8668 2.0346 2.9545 0.364 -0.021 0.507 -0.228
C -3.8670 2.0607 1.5375 -0.370 -0.130 -0.753 1.340
C -3.3997 1.3945 0.4094 -1.389 0.411 -0.098 -1.807
C -4.2505 1.4872 -0.6812 -0.045 0.194 0.740 1.055
Cl -3.7751 0.6647 -2.1467 0.136 -0.286 -0.521 -0.280
C -5.4686 2.1645 -0.6955 0.055 -0.057 -0.043 -0.478
Cl -6.4497 2.2486 -2.1198 -0.047 -0.017 -0.042 -0.213
C -5.8993 2.7843 0.4726 0.124 -0.075 -0.005 0.657
Cl -7.4275 3.5821 0.5258 -0.033 0.062 -0.003 -0.218
C -5.0853 2.7347 1.6016 0.054 0.012 0.107 -0.467
Cl -5.6104 3.5084 3.0562 -0.020 0.036 0.086 -0.209
```
Forces are in eV/Å.

The value obtained for the relative energy (zero: lowest compared OMol25 entry of this formula, charge and spin) is 37.8 kcal/mol. The calculation puts the total energy at -7332.2888 a.u. The HOMO energy comes out at -4.998 eV. The charge is -1. The largest force on an atom is 5.5 eV/Å. The frontier orbital gap comes out at 7.1 eV.



[6]
# C4H6O2

One molecule with the formula C4H6O2 (ωB97M-V/def2-TZVPD, the Open Molecules 2025 dataset).

```
12
Properties=species:S:1:pos:R:3:forces:R:3:mulliken_charge:R:1
C -0.4821 -1.5722 0.2589 0.067 -0.041 -0.024 -1.049
C 0.5916 -0.5095 0.3658 0.290 -0.100 -0.066 0.665
O 1.7648 -0.8082 0.3409 -0.353 0.110 0.035 -0.535
C 0.2144 0.9794 0.4368 -0.008 0.022 0.071 -0.487
C -0.0332 1.4778 -0.9761 -0.317 -0.051 -0.141 0.014
O -1.1286 1.5584 -1.4750 0.454 -0.030 0.227 -0.457
H -1.2080 -1.3450 -0.5296 0.105 0.109 0.143 0.317
H -1.0345 -1.6843 1.1996 0.099 0.181 -0.122 0.298
H 0.0211 -2.5161 0.0363 -0.136 0.129 0.028 0.309
H -0.6734 1.1867 1.0424 0.069 -0.238 -0.133 0.313
H 1.0891 1.4913 0.8494 -0.155 -0.053 -0.047 0.269
H 0.8788 1.7416 -1.5493 -0.115 -0.038 0.030 0.343
```
Forces are in eV/Å.

The value obtained for the relative energy (zero: lowest compared OMol25 entry of this formula, charge and spin) is 18.4 kcal/mol. The calculation puts the total energy at -306.4770 a.u. The HOMO energy comes out at -9.980 eV. As for the SMILES: CC(=O)CC=O. The charge is 0. The largest force on an atom is 0.5 eV/Å. The frontier orbital gap comes out at 10.5 eV.